ORCA calculation (the ωB97M-V functional and the def2-TZVPD basis) on a structure of composition C4H12N2O2 at a distorted geometry.

XYZ file:
```
20
Properties=species:S:1:pos:R:3:lowdin_charge:R:1
C -1.6314 0.5286 -0.1065 -0.282
C -2.3418 -0.7711 0.1513 -0.064
O -1.4900 1.3299 0.9869 -0.042
H -0.6942 0.9572 1.4826 0.098
H -2.0079 1.0723 -0.9742 0.124
H -0.1815 0.4903 -0.6148 0.167
H -2.3187 -1.4230 -0.7238 0.083
H -3.3857 -0.5735 0.4238 0.092
H -1.8912 -1.2976 0.9956 0.086
C 0.8931 -1.5981 -0.5565 -0.041
N 1.8984 0.9013 -0.7274 -0.087
C 0.7280 -0.2593 0.1034 -0.488
N 2.4327 1.7332 0.2118 -0.078
O 0.8081 -0.1040 1.3422 -0.043
H 1.4873 1.4298 -1.4974 0.073
H 1.7799 2.1578 0.8733 0.075
H 3.1049 1.2256 0.7818 0.077
H 1.9141 -1.9573 -0.4146 0.090
H 0.6957 -1.5268 -1.6279 0.083
H 0.2003 -2.3153 -0.1095 0.077
```

Output
Charge   0
Kohn-Sham gap (spin up / spin down)   0.3016 / 0.3016 Ha
Energy relative to the best compared isomer or geometry (same formula, charge and spin)   129.84 kcal/mol
Largest force on an atom   3.93 eV Å⁻¹



ORCA calculation (the ωB97M-V functional and the def2-TZVPD basis) on a structure of composition C4H12N2O2S at a distorted geometry.

XYZ file:
```
21
Properties=species:S:1:pos:R:3:lowdin_charge:R:1
C -0.7587 -0.4144 -0.1040 -0.252
N -0.1249 0.5484 0.7805 -0.063
C -0.2480 0.2256 2.1899 -0.431
O 0.2453 1.2480 3.0066 -0.267
C -0.4687 -0.1375 -1.6037 -0.508
C -1.2205 -1.2065 -2.4198 -0.762
S -1.0222 -1.1131 -4.2362 0.027
N 0.9535 -0.2159 -1.8389 0.018
H -0.3112 -1.3933 0.1378 0.105
H -1.8422 -0.4259 -0.0167 0.099
H 0.7372 1.0045 0.5272 0.100
H -1.3386 0.1254 2.3345 0.089
H 0.2939 -0.6728 2.5687 0.096
H -1.0384 0.7768 -1.7686 0.118
H -2.2679 -0.9377 -2.2411 0.022
H -1.0358 -2.2166 -2.0592 0.036
H 1.4222 0.6706 -1.9812 0.057
H 1.1017 -0.6707 -2.7375 0.002
H 2.9484 1.2570 3.5469 -0.080
H 1.3959 1.6115 2.9445 -0.044
O 2.5788 1.9367 2.9702 -0.364
```

Output
Charge   -2
Kohn-Sham gap   0.2248 Ha
Energy relative to the best compared isomer or geometry (same formula, charge and spin)   0.00 kcal/mol
Largest force on an atom   2.26 eV Å⁻¹



ORCA calculation (the ωB97M-V functional and the def2-TZVPD basis) on a cluster of 2 separate species, C4H12N2O3P in total at a distorted geometry.

XYZ file:
```
22
Properties=species:S:1:pos:R:3:lowdin_charge:R:1
C 1.3566 -2.3628 -0.6187 -0.085
C -0.8055 1.2986 2.1631 -0.132
C 0.0558 -2.3296 -1.3623 -0.323
C 0.1355 0.9287 1.0419 -0.559
N -0.2925 -3.1420 -2.2535 0.060
N 1.4442 1.5314 1.1475 -0.017
O -1.0752 2.7239 -0.4278 -0.241
O -1.9128 0.3892 -0.7862 -0.400
O 0.4728 0.9455 -1.6846 -0.334
P -0.5779 1.1157 -0.6876 0.274
H 2.1154 -2.8558 -1.2128 0.066
H 1.3330 -2.6994 0.3398 0.034
H 1.6541 -1.3134 -0.6311 0.058
H -0.9464 2.3775 1.9101 0.067
H -0.6553 1.0143 3.2221 0.062
H -1.7640 0.7116 1.9657 0.085
H -0.6502 -1.7860 -0.7764 0.067
H 0.1974 -0.2432 1.0248 0.114
H -1.1838 -2.8666 -2.7121 0.050
H 1.8436 1.3786 0.2208 0.040
H 1.1932 2.5408 0.9838 0.079
H -1.9381 2.6429 -0.8665 0.035
```

Output
Charge   -1
Kohn-Sham gap   0.3278 Ha
Energy relative to the best compared isomer or geometry (same formula, charge and spin)   15.15 kcal/mol
Largest force on an atom   4.39 eV Å⁻¹



ORCA calculation (the ωB97M-V functional and the def2-TZVPD basis) on a cluster of 2 separate species, C4H12N2S in total at a distorted geometry.

XYZ file:
```
19
Properties=species:S:1:pos:R:3:lowdin_charge:R:1
C 2.0234 -1.3094 -0.4271 -0.074
C 0.5832 -0.7606 -0.2198 -0.491
C 0.5522 0.8332 -0.5246 -0.606
S 1.0121 1.1195 -2.2138 0.560
N 0.2229 -0.9759 1.0907 0.105
C -1.1384 -0.6936 1.3914 -0.341
N -1.2794 0.5034 2.2447 0.019
H 2.0351 -2.3828 -0.2622 0.074
H 2.3238 -1.0373 -1.4407 0.040
H 2.6520 -0.8256 0.3183 0.082
H -2.2413 2.8411 -3.5042 0.017
H -0.4019 1.3013 -0.2985 0.052
H 1.3266 1.3041 0.0799 0.059
H -1.8315 2.3457 -3.1537 -0.014
H -0.0737 -1.1951 -0.9845 0.140
H -1.7193 -0.4470 0.4754 0.112
H -1.6211 -1.6058 1.7777 0.128
H -0.3922 0.6077 2.7392 0.072
H -2.0324 0.3772 2.9118 0.065
```

Output
Charge   0
Kohn-Sham gap   0.1912 Ha
Energy relative to the best compared isomer or geometry (same formula, charge and spin)   122.15 kcal/mol
Largest force on an atom   4.01 eV Å⁻¹



ORCA calculation (the ωB97M-V functional and the def2-TZVPD basis) on a cluster of 2 separate species, C4H12N2S in total at a distorted geometry.

XYZ file:
```
19
Properties=species:S:1:pos:R:3:lowdin_charge:R:1
C -1.1594 0.9340 0.0455 -0.233
N -0.2422 -0.1561 -0.3085 -0.109
C -0.7397 -1.5037 -0.6635 -0.256
C 0.4535 -2.4546 -0.4874 -0.088
S 2.8808 -1.1112 1.0565 0.180
C -0.3628 2.0452 0.6970 -0.308
N 0.7790 2.4149 -0.1318 0.001
H -1.9747 0.6010 0.7485 0.119
H -1.6449 1.3714 -0.8507 0.118
H 0.5703 -0.3502 0.2507 -0.023
H -1.5633 -1.8179 0.0225 0.109
H -1.0959 -1.5123 -1.7545 0.133
H 0.2189 -3.4101 0.0155 0.091
H 1.2601 -1.9073 0.1102 -0.125
H 1.0066 -2.6570 -1.4268 0.092
H -0.0724 1.7671 1.7331 0.109
H -1.0145 2.8857 0.8638 0.099
H 1.2421 3.2253 0.1889 0.043
H 1.4587 1.6359 -0.1089 0.048
```

Output
Charge   0
Kohn-Sham gap   0.1912 Ha
Energy relative to the best compared isomer or geometry (same formula, charge and spin)   102.96 kcal/mol
Largest force on an atom   1.67 eV Å⁻¹



ORCA calculation (the ωB97M-V functional and the def2-TZVPD basis) on an isolated molecule of C4H12N2S at a distorted geometry.

XYZ file:
```
19
Properties=species:S:1:pos:R:3:lowdin_charge:R:1
N 0.4990 -2.4906 1.1440 -0.008
C 0.3249 -1.0769 0.6515 -0.342
C -0.9250 -0.1195 0.4381 -0.207
C -0.5231 1.0242 -0.5187 -0.538
S -2.0341 1.5185 -1.5117 0.648
C 1.5576 -0.1943 1.0758 -0.272
N 2.8541 -0.4016 0.3732 -0.062
H 0.2345 -2.5757 2.2088 0.116
H 1.2550 -3.0169 0.7220 0.059
H 0.5836 -1.3531 -0.4229 0.127
H -1.4371 -0.7543 -0.2089 0.061
H -1.4533 0.1746 1.3177 0.105
H -0.1153 1.9631 -0.1850 0.054
H 0.2082 0.7541 -1.3263 0.082
H -2.4068 2.8376 -1.2670 -0.143
H 1.3060 0.7828 0.9901 0.033
H 1.9370 -0.2640 2.1064 0.107
H 2.8937 -0.9256 -0.5429 0.068
H 3.4612 0.5255 0.2932 0.112
```

Output
Charge   0
Kohn-Sham gap   0.3554 Ha
Energy relative to the best compared isomer or geometry (same formula, charge and spin)   64.13 kcal/mol
Largest force on an atom   5.06 eV Å⁻¹



ORCA calculation (the ωB97M-V functional and the def2-TZVPD basis) on an isolated molecule of C4H12N2S2 at a distorted geometry.

XYZ file:
```
20
Properties=species:S:1:pos:R:3:lowdin_charge:R:1
S -2.4543 -3.1768 -0.5170 0.293
S -2.5261 -1.4578 0.5844 0.433
C -1.1878 -0.3970 0.0014 -0.555
C 0.2662 -0.8565 0.0738 -0.460
C 1.1428 0.3823 -0.0369 -0.222
N 0.9384 1.3032 1.0843 -0.125
C 0.8200 2.7038 0.7289 -0.141
N 0.6515 -1.7852 -0.9897 0.026
H -3.2138 -2.8492 -1.5792 -0.197
H -1.4135 -0.0176 -0.9946 0.078
H -1.3023 0.4866 0.6485 0.065
H 0.4497 -1.3744 1.0084 0.137
H 2.1790 0.0481 -0.0755 0.114
H 0.9555 0.8775 -0.9896 0.116
H 1.6653 1.1477 1.7652 0.104
H 0.1925 2.7957 -0.1530 0.072
H 0.3310 3.2740 1.5192 0.071
H 1.7609 3.2282 0.5121 0.075
H 0.2382 -1.5854 -1.8859 0.067
H 0.5072 -2.7473 -0.7048 0.050
```

Output
Charge   0
Kohn-Sham gap   0.3384 Ha
Energy relative to the best compared isomer or geometry (same formula, charge and spin)   7.03 kcal/mol
Largest force on an atom   1.03 eV Å⁻¹



ORCA calculation (the ωB97M-V functional and the def2-TZVPD basis) on the ion C4H12N2S2 with charge +1 at a distorted geometry.

XYZ file:
```
20
Properties=species:S:1:pos:R:3:lowdin_spin:R:1
S 1.8682 3.2367 0.2876 0.327
S 2.6546 1.4195 0.3913 0.469
C 1.1160 0.6236 -0.0576 0.051
C 0.4055 -0.2178 0.8964 0.032
C -0.9381 -0.6523 0.2660 0.013
N -0.6297 -1.3933 -0.9991 0.046
C -1.6342 -1.3227 -2.0522 0.004
N 0.2078 0.1823 2.3114 0.009
H 2.4425 3.9551 1.2405 0.020
H 0.4626 1.3181 -0.4874 0.002
H 1.4069 -0.2510 -0.8354 0.009
H 0.9581 -1.1107 0.9372 0.000
H -1.5480 -1.1836 1.0529 0.007
H -1.4160 0.2962 0.0503 0.001
H -0.2681 -2.2374 -0.8677 0.001
H -1.1651 -1.0324 -2.9822 0.001
H -2.2054 -2.2903 -2.2705 0.002
H -2.5318 -0.6778 -1.8597 0.000
H -0.3135 0.9879 2.2712 0.000
H 1.1276 0.3499 2.7073 0.006
```

Output
Charge   +1
Kohn-Sham gap (spin up / spin down)   0.3004 / 0.1538 Ha
2S+1   2
Energy relative to the best compared isomer or geometry (same formula, charge and spin)   37.20 kcal/mol
Largest force on an atom   6.34 eV Å⁻¹



ORCA calculation (the ωB97M-V functional and the def2-TZVPD basis) on a cluster of 2 separate species, C4H12N3 in total at a distorted geometry.

XYZ file:
```
19
Properties=species:S:1:pos:R:3:lowdin_spin:R:1
C -2.1189 -0.6039 -1.7299 0.003
C -1.1942 0.3220 -1.5126 0.000
N -0.7963 0.7396 -0.2229 0.001
C -0.4541 2.1645 -0.1333 0.003
H -2.6198 -1.0505 -0.8779 0.000
H -2.2713 -1.0565 -2.6975 0.000
H -0.6753 0.8190 -2.3244 0.000
H -1.5304 0.4936 0.4318 0.001
H -0.0883 2.3877 0.8666 0.001
H 0.3587 2.3476 -0.8356 0.001
H -1.2907 2.8228 -0.3800 0.000
N 1.6584 -0.4085 0.2124 0.189
C 2.0436 -1.3443 1.1581 0.543
N 1.1432 -1.8839 2.0802 0.179
H 0.7097 -0.0151 0.0815 0.007
H 2.3171 -0.3310 -0.5408 0.006
H 3.0946 -1.4603 1.3881 0.048
H 1.5000 -2.4195 2.8460 0.002
H 0.2138 -1.5233 2.1901 0.014
```

Output
Charge   0
Kohn-Sham gap (spin up / spin down)   0.1911 / 0.3501 Ha
2S+1   2
Energy relative to the best compared isomer or geometry (same formula, charge and spin)   24.32 kcal/mol
Largest force on an atom   1.38 eV Å⁻¹



ORCA calculation (the ωB97M-V functional and the def2-TZVPD basis) on a structure of composition C4H12N3 at a distorted geometry.

XYZ file:
```
19
Properties=species:S:1:pos:R:3:lowdin_charge:R:1
C -1.9545 0.5176 -1.1861 -0.031
C 0.8843 0.3693 3.3022 -0.013
C -0.9406 -0.2215 -2.0669 -0.049
C 0.5007 -0.2080 1.9670 -0.164
N 1.1451 -1.2301 -2.4073 0.046
N 0.3450 -0.4086 -1.7491 -0.128
N 0.4857 0.3329 0.8355 0.103
H -1.7101 1.5202 -0.9434 0.079
H -2.0530 0.0923 -0.2547 0.050
H -2.7941 0.5006 -1.7466 0.045
H 0.3248 1.2259 3.5905 0.082
H 0.7520 -1.3171 -3.3487 0.112
H 1.8361 0.7981 3.2190 0.075
H -1.2332 -0.5866 -3.0666 0.133
H 0.3298 -1.2333 1.8964 0.111
H 2.1783 -0.9612 -2.2858 0.160
H 0.5525 -0.0555 -0.4849 0.147
H 0.6231 1.3540 0.7256 0.132
H 0.7280 -0.4889 4.0038 0.111
```

Output
Charge   +1
Kohn-Sham gap   0.3727 Ha
Energy relative to the best compared isomer or geometry (same formula, charge and spin)   84.66 kcal/mol
Largest force on an atom   5.71 eV Å⁻¹



ORCA calculation (the ωB97M-V functional and the def2-TZVPD basis) on a cluster of 2 separate species, C4H12N3 in total at a distorted geometry.

XYZ file:
```
19
Properties=species:S:1:pos:R:3:lowdin_charge:R:1
C -0.8243 -0.6529 1.8576 -0.195
C -1.2323 -1.2782 0.7544 -0.120
N -0.3010 -1.3435 -0.3841 0.087
N -1.6283 -0.4221 2.9589 0.072
H 0.1528 -0.1845 1.9030 0.127
H -2.2241 -1.6417 0.5485 0.116
H -0.1687 -0.2974 -0.9767 0.094
H 0.6306 -1.5180 -0.0018 0.140
H -0.5038 -2.0572 -1.0802 0.148
H -2.4044 -1.0560 3.0518 0.100
H -1.1157 -0.3644 3.8220 0.097
C 2.2432 1.6154 -1.0738 0.030
C 1.3841 1.0491 -1.9076 -0.229
N -0.0290 0.9731 -1.6389 0.032
H 1.9224 2.1026 -0.1595 0.068
H 3.2927 1.6773 -1.3159 0.068
H 1.7063 0.6638 -2.8649 0.114
H -0.5833 1.0184 -2.4856 0.126
H -0.3174 1.7162 -1.0072 0.126
```

Output
Charge   +1
Kohn-Sham gap   0.3526 Ha
Energy relative to the best compared isomer or geometry (same formula, charge and spin)   48.71 kcal/mol
Largest force on an atom   1.29 eV Å⁻¹



ORCA calculation (the ωB97M-V functional and the def2-TZVPD basis) on the ion C4H12N3 with charge +1 at a distorted geometry.

XYZ file:
```
19
Properties=species:S:1:pos:R:3:lowdin_charge:R:1
C -1.6426 -0.3949 0.4496 -0.254
C -0.5764 0.6011 -0.1222 -0.084
C 0.7652 0.0983 0.3460 -0.099
C 1.8444 0.3190 -0.5890 -0.187
N 1.6506 -0.4659 -1.9012 0.053
N 1.2034 0.0160 1.6960 0.157
N -3.0018 0.0096 0.0385 0.014
H -1.5176 -0.6444 1.5083 0.106
H -1.4846 -1.3488 -0.0644 0.119
H -0.8038 1.6549 0.1007 0.168
H -0.6663 0.4861 -1.2190 0.134
H 1.9254 1.3841 -0.8719 0.166
H 2.8011 0.0032 -0.2122 0.121
H 2.5364 -0.9569 -2.1257 0.102
H 1.1015 -1.1779 -1.3842 0.068
H 1.2834 0.8218 2.3033 0.148
H 0.7048 -0.6646 2.2602 0.114
H -3.5097 0.5187 0.7509 0.079
H -3.5823 -0.7352 -0.3023 0.074
```

Output
Charge   +1
Kohn-Sham gap   0.2190 Ha
Energy relative to the best compared isomer or geometry (same formula, charge and spin)   117.10 kcal/mol
Largest force on an atom   5.79 eV Å⁻¹